1.
Here is a structure of composition F2KLi4 at a distorted geometry from the Open Molecules 2025 dataset. Energies are from the ωB97M-V functional and the def2-TZVPD basis.

XYZ file:
```
7
Properties=species:S:1:pos:R:3
Li -1.492 0.911 -0.290
Li 0.195 1.542 2.378
Li 1.289 0.578 -1.139
Li 1.576 -1.591 1.691
K -1.253 -1.973 -1.282
F 0.219 -0.164 0.667
F -0.535 0.696 -2.025
```

Summary:
Charge   +3
E_HOMO   -0.828 Ha
E_LUMO   -0.4623 Eh
Calculated total energy   -828.95693 a.u.
Energy relative to the best compared isomer or geometry (same formula, charge and spin)   0.0 kcal/mol

Results of the Mulliken charge analysis, in e, for atoms 1 through 4: atom 1 (Li): 0.9275, atom 2 (Li): 0.9972, atom 3 (Li): 0.9692, atom 4 (Li): 0.9819

---

2.
Here is a structure of composition C6H8LiO3Rb at a distorted geometry from the Open Molecules 2025 dataset. Energies are from the ωB97M-V functional and the def2-TZVPD basis.

XYZ file:
```
19
Properties=species:S:1:pos:R:3
C 0.617 -2.246 2.318
C 1.109 -3.376 1.717
O 1.697 -3.464 0.571
H 0.807 -1.249 1.900
H 0.103 -2.318 3.279
H 0.934 -4.327 2.271
O -2.307 -0.775 -1.128
Rb -0.037 -1.983 -1.169
C -2.389 0.610 -1.081
C -1.094 1.296 -1.459
C -0.141 1.723 -0.533
C 1.147 2.191 -0.821
O 1.708 3.233 -0.275
Li 3.218 4.089 -0.217
H -2.662 0.973 -0.058
H -3.196 1.002 -1.749
H -0.828 1.304 -2.525
H -0.420 1.691 0.529
H 1.735 1.626 -1.570
```

Summary:
Charge   -1
⟨S²⟩   0.78
E_HOMO (alpha / beta)   -0.073 / -0.107 Ha
Multiplicity   2
E_LUMO (alpha / beta)   0.0257 / 0.0209 Eh
Calculated total energy   -490.69127 a.u.
Energy relative to the best compared isomer or geometry (same formula, charge and spin)   0.0 kcal/mol

Results of the Mulliken charge analysis, in e, for atoms 1 through 4: atom 1 (C): -0.8287, atom 2 (C): 0.0677, atom 3 (O): -0.8205, atom 4 (H): 0.2436

---

3.
Here is a cluster of 5 separate species, C20H43O11P in total from the Open Molecules 2025 dataset. Energies are from the ωB97M-V functional and the def2-TZVPD basis.

XYZ file:
```
75
Properties=species:S:1:pos:R:3
C -5.339 -0.848 -1.840
C -4.392 -1.939 -1.315
O -3.759 -1.629 -0.074
P -2.786 -0.305 0.109
O -1.570 -1.037 0.957
C -1.872 -0.298 -1.481
C -0.518 0.386 -1.338
O 0.042 0.724 -2.599
H -4.921 -0.397 -2.743
H -6.305 -1.271 -2.117
H -5.494 -0.077 -1.088
H -4.961 -2.851 -1.121
H -3.651 -2.207 -2.070
H -1.725 -0.833 1.875
H -1.744 -1.316 -1.859
H -2.484 0.256 -2.202
H -0.628 1.320 -0.778
H 0.169 -0.251 -0.777
H -0.315 0.126 -3.267
C 3.079 0.527 -7.451
C 2.144 -0.664 -7.478
O 1.344 -0.745 -6.293
C 0.192 -0.078 -6.143
C -0.224 0.951 -7.164
O -0.462 -0.285 -5.156
H 2.532 1.469 -7.435
H 3.721 0.519 -8.332
H 3.706 0.490 -6.562
H 1.512 -0.673 -8.367
H 2.714 -1.590 -7.482
H 0.126 1.925 -6.823
H -1.310 0.970 -7.201
H 0.153 0.770 -8.167
C -6.383 -0.331 3.668
C -6.194 1.099 3.206
O -6.114 1.194 1.784
C -7.194 1.282 0.988
C -8.575 1.101 1.574
O -7.019 1.441 -0.188
H -7.330 -0.744 3.321
H -6.366 -0.381 4.757
H -5.582 -0.958 3.276
H -6.967 1.764 3.595
H -5.238 1.484 3.557
H -8.854 0.053 1.474
H -9.269 1.700 0.991
H -8.663 1.390 2.618
C 3.887 0.360 0.658
C 3.288 0.784 1.984
O 3.768 2.062 2.414
C 3.218 3.225 2.005
C 2.198 3.207 0.891
O 3.594 4.244 2.512
H 3.593 1.032 -0.149
H 3.558 -0.646 0.401
H 4.975 0.366 0.719
H 2.198 0.764 1.966
H 3.603 0.097 2.769
H 2.711 3.374 -0.055
H 1.501 4.024 1.056
H 1.627 2.285 0.824
C 4.918 -2.146 6.031
C 6.313 -2.735 5.994
O 6.711 -3.096 4.669
C 7.257 -2.216 3.804
C 7.273 -0.745 4.151
O 7.669 -2.625 2.756
H 4.861 -1.210 5.474
H 4.619 -1.948 7.061
H 4.206 -2.842 5.589
H 7.050 -2.073 6.450
H 6.339 -3.671 6.550
H 6.388 -0.277 3.721
H 8.152 -0.297 3.696
H 7.299 -0.531 5.216
```

Summary:
E_HOMO   -0.309 Ha
E_LUMO   0.0210 Eh
Calculated total energy   -1956.86856 a.u.
Energy relative to the best compared isomer or geometry (same formula, charge and spin)   0.0 kcal/mol
SMILES string   CCOP(O)CCO.CCOC(C)=O.CCOC(C)=O.CCOC(C)=O.CCOC(C)=O

Results of the Mulliken charge analysis, in e, for atoms 1 through 4: atom 1 (C): -0.7595, atom 2 (C): -0.2505, atom 3 (O): -0.3598, atom 4 (P): 0.3404

---

4.
Here is a cluster of 2 separate species, C19H30NO5P in total at a distorted geometry from the Open Molecules 2025 dataset. Energies are from the ωB97M-V functional and the def2-TZVPD basis.

XYZ file:
```
56
Properties=species:S:1:pos:R:3
C -3.267 -4.671 2.400
C -1.858 -4.131 2.470
O -1.850 -2.788 1.889
P -0.685 -2.390 0.856
C 0.187 -1.003 1.484
C 1.422 -1.208 2.151
O 2.355 -0.418 2.283
O 1.466 -2.522 2.627
C 2.761 -3.144 2.497
C 3.202 -3.432 1.089
O 0.143 -3.535 0.388
O -1.570 -1.684 -0.312
C -0.943 -1.666 -1.621
C -1.849 -0.976 -2.614
H -3.348 -5.632 2.912
H -3.962 -3.952 2.848
H -3.534 -4.809 1.347
H -1.486 -4.028 3.493
H -1.160 -4.769 1.908
H -0.175 -0.001 1.455
H 3.473 -2.456 2.966
H 2.703 -4.079 3.067
H 3.953 -4.226 1.150
H 2.367 -3.745 0.459
H 3.675 -2.539 0.667
H 0.024 -1.147 -1.540
H -0.740 -2.710 -1.905
H -1.324 -0.955 -3.575
H -2.776 -1.552 -2.719
H -2.079 0.054 -2.304
C -1.912 4.943 -1.065
C -2.878 4.198 -0.137
C -2.266 2.816 0.136
N -0.855 2.913 -0.318
C -0.015 1.887 -0.314
C 1.324 2.022 -0.853
C 2.185 3.099 -0.490
C 3.314 3.377 -1.257
C 3.672 2.537 -2.325
C 2.917 1.387 -2.587
C 1.763 1.123 -1.851
C -0.603 4.134 -1.083
H -2.309 4.997 -2.085
H -1.731 5.965 -0.714
H -2.959 4.749 0.807
H -3.872 4.113 -0.580
H -2.320 2.563 1.205
H -2.803 2.025 -0.418
H -0.436 0.916 -0.046
H 1.945 3.724 0.372
H 3.905 4.270 -1.059
H 4.555 2.751 -2.934
H 3.194 0.715 -3.401
H 1.146 0.257 -2.075
H -0.292 3.922 -2.119
H 0.205 4.712 -0.624
```

Summary:
E_HOMO   -0.224 Ha
E_LUMO   -0.0653 Eh
Calculated total energy   -1514.26920 a.u.
Energy relative to the best compared isomer or geometry (same formula, charge and spin)   0.0 kcal/mol

Results of the Mulliken charge analysis, in e, for atoms 1 through 4: atom 1 (C): -1.2218, atom 2 (C): -0.2426, atom 3 (O): -0.3595, atom 4 (P): 1.0217

---

5.
Here is a structure of composition C52H42GeKN7OP2S4 at a distorted geometry from the Open Molecules 2025 dataset. Energies are from the ωB97M-V functional and the def2-TZVPD basis.

XYZ file:
```
110
Properties=species:S:1:pos:R:3
K -1.078 -0.821 -2.154
S -3.788 -2.102 -2.437
C -4.955 -0.826 -2.683
C -6.303 -1.130 -2.446
C -7.336 -0.217 -2.595
C -8.689 -0.624 -2.333
N -9.772 -0.960 -2.132
C -7.031 1.089 -3.001
C -5.705 1.417 -3.247
C -4.643 0.513 -3.111
S -3.042 1.101 -3.490
C -8.052 2.085 -3.175
N -8.857 2.895 -3.325
H -6.539 -2.137 -2.127
H -5.467 2.422 -3.571
C 2.291 3.895 4.016
S 3.720 4.433 3.040
C 2.986 4.954 1.460
C 2.748 3.852 0.432
C 1.638 2.927 0.901
N 1.253 1.846 -0.010
P 2.034 0.346 -0.087
C 2.695 -0.042 1.568
C 2.223 -1.186 2.205
C 2.662 -1.515 3.481
C 3.572 -0.699 4.132
C 4.073 0.431 3.495
C 3.647 0.750 2.216
C 3.613 0.710 -0.968
C 3.640 1.698 -1.949
C 4.758 1.882 -2.749
C 5.869 1.066 -2.591
C 5.849 0.068 -1.626
C 4.730 -0.109 -0.826
P -0.197 1.922 -0.969
C 0.056 3.541 -1.805
C -0.256 4.775 -1.239
C 0.066 5.954 -1.893
C 0.692 5.916 -3.132
C 0.973 4.693 -3.724
C 0.648 3.516 -3.066
C -1.506 2.359 0.234
C -2.754 2.722 -0.274
C -3.819 2.931 0.588
C -3.654 2.780 1.958
C -2.417 2.419 2.470
C -1.350 2.204 1.608
H 2.523 4.083 5.062
H 2.063 2.836 3.898
H 1.413 4.483 3.750
H 3.687 5.690 1.060
H 2.057 5.486 1.680
H 3.675 3.303 0.258
H 2.464 4.309 -0.522
H 0.744 3.528 1.087
H 1.912 2.487 1.859
H 1.512 -1.827 1.704
H 2.264 -2.397 3.965
H 3.888 -0.938 5.139
H 4.790 1.073 3.991
H 4.072 1.616 1.723
H 2.780 2.341 -2.081
H 4.755 2.665 -3.497
H 6.742 1.203 -3.216
H 6.708 -0.578 -1.494
H 4.738 -0.884 -0.067
H -0.762 4.811 -0.281
H -0.180 6.906 -1.438
H 0.942 6.837 -3.643
H 1.430 4.653 -4.705
H 0.840 2.561 -3.541
H -2.910 2.789 -1.347
H -4.788 3.184 0.178
H -4.496 2.919 2.625
H -2.273 2.273 3.533
H -0.402 1.894 2.026
O 0.933 -1.830 -2.526
S 1.881 -2.165 -1.462
N 1.446 -3.201 -0.492
N -0.616 -0.832 0.681
C -0.910 -0.947 1.797
C -1.070 -0.990 3.189
C -1.908 -1.925 3.835
N -2.586 -2.680 4.388
C -0.374 -0.017 3.940
N 0.219 0.788 4.524
Ge -0.257 -4.028 -0.352
C -0.170 -4.765 1.433
C -1.336 -5.060 2.134
C -1.277 -5.558 3.428
C -0.047 -5.771 4.032
C 1.123 -5.481 3.343
C 1.062 -4.975 2.052
C -0.287 -5.387 -1.735
C -1.210 -5.268 -2.773
C -1.242 -6.211 -3.793
C -0.354 -7.275 -3.783
C 0.568 -7.403 -2.752
C 0.599 -6.463 -1.734
H -1.485 -3.137 -0.572
H -2.305 -4.871 1.687
H -2.193 -5.741 3.973
H -0.001 -6.138 5.050
H 2.085 -5.633 3.818
H 1.977 -4.721 1.531
H -1.915 -4.443 -2.793
H -1.964 -6.107 -4.593
H -0.380 -8.009 -4.580
H 1.260 -8.236 -2.743
H 1.318 -6.573 -0.929
```

Summary:
Charge   -2
E_HOMO   -0.057 Ha
E_LUMO   0.1228 Eh
Calculated total energy   -7417.74867 a.u.
Energy relative to the best compared isomer or geometry (same formula, charge and spin)   0.0 kcal/mol

Results of the Mulliken charge analysis, in e, for atoms 1 through 4: atom 1 (K): 0.9963, atom 2 (S): -0.4754, atom 3 (C): -0.0235, atom 4 (C): -0.9037

---

6.
Here is a structure of composition C12H36Br4HfO16P4 at a distorted geometry from the Open Molecules 2025 dataset. Energies are from the ωB97M-V functional and the def2-TZVPD basis.

XYZ file:
```
73
Properties=species:S:1:pos:R:3
Hf 0.057 0.359 0.151
Br 1.558 1.880 2.101
Br -1.783 2.313 -0.687
Br -1.824 -1.858 0.043
Br 2.395 -1.169 -0.478
C 0.509 -0.824 5.259
O 0.474 -1.991 4.455
P 1.202 -2.026 3.029
O 0.529 -1.144 2.079
O 1.232 -3.567 2.692
C 0.057 -4.293 2.235
O 2.720 -1.706 3.412
C 3.848 -2.458 2.958
H 0.750 0.042 4.629
H 1.295 -0.864 6.015
H -0.457 -0.621 5.717
H 0.214 -4.567 1.193
H -0.794 -3.619 2.299
H 0.042 -5.209 2.819
H 3.690 -2.914 1.979
H 4.067 -3.255 3.664
H 4.650 -1.737 2.831
C -1.473 2.409 4.605
O -2.367 1.310 4.393
P -2.756 0.821 2.950
O -1.601 0.570 2.065
O -3.731 -0.458 3.192
C -3.075 -1.681 3.515
O -3.797 1.894 2.408
C -4.616 1.510 1.306
H -1.501 2.585 5.675
H -1.590 3.261 3.938
H -0.437 2.117 4.389
H -3.447 -2.512 2.910
H -3.321 -1.932 4.549
H -2.002 -1.668 3.320
H -4.495 2.163 0.444
H -5.657 1.495 1.630
H -4.409 0.515 0.906
C 0.263 -0.938 -5.847
O 0.593 -0.563 -4.519
P -0.575 -0.613 -3.415
O -0.165 -0.208 -2.071
O -1.699 0.237 -4.096
C -3.072 -0.231 -3.974
O -1.096 -2.125 -3.459
C -0.297 -3.238 -3.120
H 0.713 -1.920 -6.017
H 0.715 -0.291 -6.600
H -0.796 -0.997 -6.093
H -3.224 -0.971 -4.759
H -3.717 0.630 -4.117
H -3.294 -0.699 -3.016
H -0.802 -4.199 -3.087
H 0.243 -3.052 -2.189
H 0.480 -3.402 -3.880
C 3.877 0.948 -3.195
O 3.644 2.171 -2.481
P 2.173 2.638 -2.147
O 1.303 1.763 -1.343
O 2.372 4.052 -1.460
C 3.364 4.344 -0.451
O 1.550 2.950 -3.574
C 0.355 3.703 -3.728
H 4.292 1.220 -4.166
H 3.059 0.235 -3.101
H 4.714 0.450 -2.691
H 2.820 4.506 0.473
H 3.953 5.222 -0.708
H 4.040 3.492 -0.408
H -0.362 3.531 -2.923
H -0.135 3.410 -4.654
H 0.553 4.774 -3.771
```

Summary:
E_HOMO   -0.312 Ha
E_LUMO   0.0152 Eh
Calculated total energy   -13392.82200 a.u.
Energy relative to the best compared isomer or geometry (same formula, charge and spin)   28.4 kcal/mol

Results of the Mulliken charge analysis, in e, for atoms 1 through 4: atom 1 (Hf): -1.7144, atom 2 (Br): -0.6150, atom 3 (Br): -0.6379, atom 4 (Br): -0.6133